{"formula": "C48H80N2O15S", "method": "ωB97M-V/def2-TZVPD", "total_energy_ev": -95590.3321, "mol_weight_g_mol": 957.2, "smiles": "CC(=O)OCCCCCCCCc1ccc2c(c1CCCCO)Nc1c(CCN)cc(CC(C)C)cc1S2.CCOC(=O)OC.CCOC(=O)OC.CCOC(=O)OC.CCOC(=O)OC", "largest_force_ha_per_bohr": 0.1045, "e_lumo_ev": 0.36, "homo_energy_ha": -0.2756, "symbols": ["C", "C", "O", "O", "C", "C", "C", "C", "C", "C", "C", "C", "C", "C", "C", "C", "C", "C", "C", "C", "C", "C", "O", "N", "C", "C", "C", "C", "N", "C", "C", "C", "C", "C", "C", "C", "C", "S", "H", "H", "H", "H", "H", "H", "H", "H", "H", "H", "H", "H", "H", "H", "H", "H", "H", "H", "H", "H", "H", "H", "H", "H", "H", "H", "H", "H", "H", "H", "H", "H", "H", "H", "H", "H", "H", "H", "H", "H", "H", "H", "H", "H", "H", "H", "H", "H", "C", "C", "O", "C", "O", "O", "C", "H", "H", "H", "H", "H", "H", "H", "H", "C", "C", "O", "C", "O", "O", "C", "H", "H", "H", "H", "H", "H", "H", "H", "C", "C", "O", "C", "O", "O", "C", "H", "H", "H", "H", "H", "H", "H", "H", "C", "C", "O", "C", "O", "O", "C", "H", "H", "H", "H", "H", "H", "H", "H"], "xyz": [[0.68375, -5.01927, 2.10517], [1.82754, -4.97064, 0.96307], [2.34898, -6.08648, 0.65610], [2.20014, -3.74887, 0.30103], [3.57156, -3.38564, 0.63118], [4.21984, -2.34801, -0.43832], [3.86321, -0.81261, -0.13794], [5.00253, 0.23172, -0.55738], [4.42546, 1.70980, -0.94709], [4.42649, 2.73727, 0.29777], [3.06011, 3.63911, 0.40380], [2.36317, 3.45387, 1.85678], [0.77218, 3.29722, 1.81400], [-0.03552, 4.40915, 2.58867], [-1.58705, 4.43034, 2.65929], [-2.32431, 3.29391, 1.86837], [-1.62538, 2.17772, 1.06284], [-0.04185, 2.19963, 1.07576], [0.71843, 1.01504, 0.27792], [0.73866, -0.23867, 1.32764], [1.44309, 0.13649, 2.73017], [1.60814, -1.14630, 3.71042], [0.28989, -1.45589, 4.24989], [-2.26416, 1.10500, 0.28033], [-3.58326, 0.68631, 0.78522], [-4.02132, -0.79472, 0.45030], [-3.09769, -1.80095, -0.38522], [-1.97007, -2.55192, 0.47624], [-0.77874, -2.74039, -0.42467], [-5.42076, -1.35178, 0.88954], [-6.45257, -0.46707, 1.69347], [-7.85424, -1.12142, 2.09374], [-7.78641, -2.06505, 3.39119], [-6.65491, -3.19819, 3.33489], [-7.48505, -1.12443, 4.68304], [-6.00080, 0.97586, 2.01103], [-4.60774, 1.53996, 1.56535], [-4.16349, 3.31548, 1.94004], [1.03022, -5.62305, 3.02711], [-0.20024, -5.62432, 1.67194], [0.28140, -3.98468, 2.37382], [3.67355, -2.96880, 1.69598], [4.19605, -4.34921, 0.53407], [3.75852, -2.64485, -1.45595], [5.33820, -2.58048, -0.48471], [3.66355, -0.69170, 0.98227], [2.92548, -0.56216, -0.76454], [5.47026, -0.16592, -1.54141], [5.86468, 0.29206, 0.19913], [5.14683, 2.09769, -1.76124], [3.40518, 1.60762, -1.46325], [5.34440, 3.42755, 0.14993], [4.62787, 2.14705, 1.25502], [3.43223, 4.72581, 0.26812], [2.38656, 3.36069, -0.47298], [2.86799, 2.61073, 2.44682], [2.60897, 4.42316, 2.44084], [0.52106, 5.24454, 3.12458], [-2.11563, 5.26011, 3.22870], [1.81300, 1.25374, 0.06605], [0.17990, 0.73993, -0.69254], [-0.37365, -0.44843, 1.56886], [1.15050, -1.19592, 0.86257], [0.82779, 0.90434, 3.32510], [2.52092, 0.49890, 2.52118], [2.24447, -0.82279, 4.61851], [2.09420, -2.04644, 3.20099], [-0.24582, -1.93924, 3.57977], [-2.25996, 1.27957, -0.73325], [-2.67495, -1.19652, -1.27336], [-3.81377, -2.57563, -0.85746], [-2.37431, -3.61698, 0.68833], [-1.72916, -1.98528, 1.44036], [-0.55592, -3.75387, -0.41047], [-1.02488, -2.55991, -1.41408], [-5.77590, -2.41548, 0.62842], [-8.16214, -1.79347, 1.21072], [-8.67029, -0.31637, 2.20103], [-8.79660, -2.61033, 3.52357], [-5.59091, -2.76966, 3.28137], [-6.73702, -3.87595, 4.27023], [-6.75376, -3.90080, 2.42186], [-7.40928, -1.77149, 5.62300], [-6.47333, -0.62496, 4.47094], [-8.32761, -0.35704, 4.73077], [-6.70920, 1.66536, 2.59081], [-2.53063, -8.58612, -4.81692], [-2.97986, -7.39358, -3.99388], [-2.20399, -7.27361, -2.79636], [-0.97593, -6.74558, -2.95178], [-0.49287, -6.36734, -3.99224], [-0.37081, -6.73463, -1.75324], [0.98617, -6.28173, -1.79211], [-2.53727, -9.49575, -4.21063], [-3.18560, -8.72893, -5.67942], [-1.50915, -8.45393, -5.18009], [-4.01619, -7.53977, -3.67987], [-2.94624, -6.46661, -4.57317], [1.06682, -5.30929, -2.28467], [1.61158, -7.02177, -2.29700], [1.33611, -6.17613, -0.75918], [10.96076, -1.38676, 1.00037], [11.21166, -1.53972, -0.48796], [10.70020, -2.78754, -0.97020], [9.36994, -2.83498, -1.15613], [8.59259, -1.93043, -0.96178], [9.04942, -4.07095, -1.57186], [7.64632, -4.28172, -1.71632], [11.35258, -2.24881, 1.54662], [11.43514, -0.47930, 1.38074], [9.89182, -1.33202, 1.21789], [12.28808, -1.55176, -0.67459], [10.79531, -0.70344, -1.05640], [7.19247, -3.51929, -2.35313], [7.16962, -4.29657, -0.73335], [7.49929, -5.25428, -2.18752], [-7.04937, 6.27110, 1.05139], [-5.56370, 6.57672, 1.03177], [-5.29326, 7.76169, 0.27300], [-5.55754, 8.92218, 0.89733], [-5.98577, 9.04325, 2.02026], [-5.28645, 9.92597, 0.04660], [-5.61538, 11.21734, 0.55613], [-7.44601, 6.22723, 0.03359], [-7.24091, 5.31768, 1.54917], [-7.60684, 7.05020, 1.57612], [-5.03344, 5.76078, 0.53566], [-5.15433, 6.65986, 2.04259], [-5.15450, 11.38979, 1.53094], [-6.70030, 11.32788, 0.61819], [-5.23018, 11.96078, -0.14291], [-0.78741, 5.14723, -5.12738], [0.53946, 5.55764, -4.51725], [1.17679, 4.44623, -3.87687], [1.78712, 3.57540, -4.69923], [1.84662, 3.65666, -5.90253], [2.29824, 2.58337, -3.95146], [2.89518, 1.53552, -4.71488], [-1.42134, 4.66428, -4.37903], [-1.31232, 6.01616, -5.53055], [-0.64518, 4.42681, -5.93592], [0.36505, 6.30601, -3.74059], [1.20270, 6.01130, -5.25894], [3.63705, 1.92533, -5.41489], [2.12208, 0.97508, -5.24535], [3.39936, 0.86020, -4.02184]], "forces_ev_per_angstrom": [[-0.4, 0.3, -0.8], [1.3, -3.0, 0.2], [-1.2, 4.9, 1.7], [-0.5, -1.7, 2.0], [2.3, -0.2, -0.8], [-1.2, -0.6, 0.1], [0.3, 0.1, -0.2], [-0.1, -0.1, -1.4], [1.0, -0.5, 0.0], [0.0, 0.1, -0.7], [1.5, -0.3, 0.2], [-0.3, 0.7, -0.3], [-3.6, 0.8, 0.5], [-2.3, -2.3, -1.5], [3.0, -3.2, -2.4], [2.2, -0.3, 0.0], [3.1, 3.1, 1.9], [-0.7, 1.7, 0.5], [-0.2, -0.2, 1.8], [-1.2, 0.4, 0.5], [0.8, -1.1, -0.2], [-0.4, 1.4, -0.2], [0.5, -0.7, -0.8], [-1.4, 1.4, 1.9], [-3.7, -2.3, 0.6], [-2.5, 0.8, 1.5], [-1.2, 0.9, 0.2], [-0.9, -0.5, -1.3], [-0.4, -0.9, 0.1], [0.6, 3.7, 0.9], [3.6, 1.1, -1.3], [0.5, -0.3, -0.6], [0.5, 0.2, 0.9], [0.0, -0.5, -0.2], [-0.1, -0.8, -1.2], [1.6, -2.0, -1.3], [0.0, -2.8, -0.9], [0.7, -1.7, -0.4], [-0.2, 1.2, -1.6], [1.4, 0.9, 0.5], [0.8, -1.4, -0.3], [-0.4, -0.6, -1.4], [-0.9, 1.4, 0.4], [0.9, 0.5, 1.5], [-1.5, 0.6, 0.2], [-0.1, -0.2, -1.6], [1.3, -0.3, 1.3], [-0.6, 0.5, 1.6], [-1.4, 0.0, -1.0], [-1.2, -0.4, 1.3], [1.4, 0.2, 0.9], [-1.5, -1.1, 0.4], [-0.5, 0.8, -1.2], [-1.1, -1.7, 0.2], [0.7, 0.5, 1.3], [-0.9, 1.1, -1.0], [-0.7, -1.6, -0.8], [-0.7, -1.3, -0.8], [0.6, -1.5, -0.9], [-1.6, 0.1, 0.2], [0.8, 0.4, 1.4], [1.7, 0.3, -0.4], [-0.4, 1.4, 0.6], [1.1, -1.0, -1.1], [-1.7, -0.2, 0.3], [-1.0, -0.7, -1.5], [-0.6, 1.1, 0.6], [0.7, 0.6, 0.6], [-0.1, 0.0, 0.7], [-0.2, -1.0, 1.5], [1.2, 1.2, 0.8], [0.4, 1.9, 0.3], [-0.3, -0.8, -1.4], [0.1, 1.0, 0.0], [0.0, 0.0, 1.0], [0.9, 1.8, 0.3], [0.4, 1.1, 1.2], [1.3, -1.2, 0.0], [1.5, 1.0, -0.3], [-1.6, -0.5, 0.2], [0.1, 1.2, -1.5], [0.0, 1.1, 1.3], [-0.2, 1.1, -1.2], [-1.5, -0.5, 0.5], [1.3, -0.9, 0.3], [1.3, -1.1, -1.0], [0.3, -0.1, 0.0], [-0.3, -0.2, -0.5], [0.3, 0.4, 0.2], [0.0, -0.2, 0.0], [-0.3, -0.1, 0.4], [-0.5, 0.1, -0.5], [0.4, 0.2, 0.2], [-0.2, 0.1, 0.0], [0.0, 0.0, 0.1], [-0.1, 0.1, 0.0], [0.2, 0.1, 0.3], [0.2, -0.1, 0.1], [-0.1, -0.2, -0.1], [-0.1, 0.2, -0.1], [-0.7, -0.5, -1.2], [-0.3, -0.1, 0.1], [0.2, 0.5, 0.4], [-0.5, -0.2, -0.3], [0.2, 0.0, 0.2], [0.3, -0.4, -0.2], [0.2, 0.4, 0.1], [-0.4, -0.2, -0.1], [0.1, 0.1, -0.1], [0.0, -0.1, -0.1], [0.1, 0.1, -0.1], [-0.2, -0.3, -0.1], [-0.1, -0.2, 0.1], [0.1, 0.0, 0.2], [0.0, 0.1, -0.1], [0.3, 0.1, 0.1], [-0.2, 0.2, 0.0], [-0.2, -0.6, 0.2], [0.1, 0.6, 0.2], [-0.2, -0.3, -0.1], [0.3, 0.0, -0.4], [0.0, -0.3, 0.2], [0.0, 0.5, 0.1], [0.1, -0.1, 0.0], [0.1, 0.0, -0.1], [0.1, -0.1, 0.1], [0.1, 0.3, -0.1], [-0.1, 0.2, -0.1], [-0.2, -0.1, -0.1], [0.1, 0.0, 0.2], [0.0, -0.3, -0.1], [0.0, -0.3, -0.1], [-0.4, 0.5, -0.3], [0.5, -0.4, -0.1], [-0.3, 0.1, 0.0], [0.1, 0.0, 0.5], [-0.1, 0.3, -0.1], [0.2, -0.4, -0.1], [0.0, 0.2, 0.0], [0.1, 0.0, 0.1], [0.1, 0.1, 0.0], [0.2, -0.3, 0.1], [0.0, -0.3, 0.0], [-0.2, 0.0, 0.0], [0.1, 0.1, -0.1], [-0.2, 0.2, 0.1]]}